Entry from the Open Molecules 2025 dataset: C3H4O3Pb as an isolated structure in a non-equilibrium geometry (ωB97M-V with the def2-TZVPD basis set).

The frontier orbital gap (spin up / spin down) comes out at 5.75 / 5.75 eV. Its total charge is 0. The calculation puts the HOMO energy (spin up / spin down) at -5.81 / -5.82 eV.

Atoms and positions in Å:
O  -0.960  1.420  -0.174
C  -1.964  0.518  0.024
C  -1.487  -0.899  0.008
O  -0.326  -1.164  -0.295
Pb  0.869  0.663  -0.419
H  -2.775  0.561  -0.740
H  -2.501  0.632  0.995
H  -2.214  -1.715  0.175
C  3.059  0.738  0.245
O  3.673  -0.404  0.003
H  4.626  -0.350  0.178



Entry from the Open Molecules 2025 dataset: C3H4O3Pd as an isolated structure in a non-equilibrium geometry (ωB97M-V with the def2-TZVPD basis set).

Its multiplicity is 4. The frontier orbital gap (spin up / spin down) comes out at 6.43 / 7.76 eV. Its total charge is +1. The calculation puts the HOMO energy (spin up / spin down) at -11.85 / -14.73 eV.

Atoms and positions in Å:
O  -0.156  -0.736  2.058
C  -0.585  -0.680  0.946
C  -1.492  0.254  0.251
H  -1.892  -0.217  -0.651
H  -1.391  1.319  0.493
H  -2.222  -0.238  1.125
Pd  2.272  -0.113  0.756
O  0.548  -0.048  0.040
C  0.685  0.015  -1.286
O  1.985  0.078  -1.423
H  2.248  0.365  -2.309



Entry from the Open Molecules 2025 dataset: one molecule with the formula C3H4O3S in a non-equilibrium geometry (ωB97M-V with the def2-TZVPD basis set).

The frontier orbital gap comes out at 9.58 eV. Its total charge is 0. The calculation puts the HOMO energy at -9.10 eV.

Atoms and positions in Å:
C  0.290  -1.131  0.094
C  -0.242  0.062  0.261
C  -1.569  0.603  -0.064
O  2.620  0.491  -1.043
O  1.590  -1.354  0.195
O  0.966  0.942  0.674
S  2.371  0.285  0.335
H  -0.380  -1.930  -0.297
H  -1.710  0.978  -1.052
H  -1.751  1.310  0.709
H  -2.185  -0.256  0.188



In order of appearance, ΔE to the lowest compared entry with this formula, charge and spin = 399.3; 0.0; 292.1 kJ/mol.
In order of appearance, molecular weight = 295.26; 194.48; 120.13 g/mol.